No. 1
11
Properties=species:S:1:pos:R:3:nbo_charge:R:1 method="wB97M-V/def2-TZVPD" spin_multiplicity=1 smiles="O=c1cccco1" de_lowest_kj_mol=35.2 homo_ev=-9.20
O -2.63914 -0.40406 0.04632 -0.53
C -1.50232 -0.07532 0.23368 0.75
C -0.43273 -0.63751 1.05559 -0.35
C 0.81809 -0.66171 0.53514 -0.14
C 1.14287 0.10904 -0.63657 -0.37
C 0.22605 1.03116 -0.98634 0.21
O -1.01295 1.04935 -0.46531 -0.48
H -0.67615 -1.07556 2.01331 0.24
H 1.60129 -1.22215 1.03862 0.22
H 2.09812 0.04226 -1.14692 0.24
H 0.37688 1.84448 -1.68750 0.20

No. 2
11
Properties=species:S:1:pos:R:3:nbo_charge:R:1 method="wB97M-V/def2-TZVPD" spin_multiplicity=1 smiles="O=C1C=CCC1=O" de_lowest_kj_mol=185.3 homo_ev=-9.03
O 1.99441 1.39381 0.94759 -0.48
C 1.15050 0.71245 0.42970 0.46
C 1.04856 -0.73561 0.26334 -0.36
C -0.13700 -1.13341 -0.23131 -0.08
C -1.24049 -0.15710 -0.22454 -0.58
C -0.24093 1.39178 -0.28973 0.57
O -0.49028 2.53447 -0.51563 -0.46
H 1.89659 -1.40433 0.37602 0.24
H -0.23733 -2.09750 -0.73132 0.22
H -1.63826 0.07278 0.75872 0.24
H -2.10578 -0.57733 -0.78285 0.24

No. 3
12
Properties=species:S:1:pos:R:3:nbo_charge:R:1 method="wB97M-V/def2-TZVPD" spin_multiplicity=1 smiles="O=C1C=C/C(=C/O)O1" de_lowest_kj_mol=158.9 homo_ev=-8.63
O -2.69740 -1.37226 0.11681 -0.57
C -1.67327 -0.70778 -0.02398 0.73
C -1.63794 0.78905 -0.06028 -0.34
C -0.35055 1.12725 -0.04189 -0.18
C 0.42007 -0.05414 0.01625 0.09
C 1.76351 -0.07140 0.08205 0.19
O 2.56180 -1.02512 -0.02513 -0.61
O -0.40871 -1.18739 -0.11402 -0.47
H -2.57082 1.37400 -0.21276 0.25
H 0.23546 2.05501 0.14627 0.23
H 2.28980 0.86762 0.30120 0.19
H 2.06805 -1.79483 -0.18452 0.49

No. 4
14
Properties=species:S:1:pos:R:3:nbo_charge:R:1 method="wB97M-V/def2-TZVPD" spin_multiplicity=1 de_lowest_kj_mol=109.0 homo_ev=-8.41
C 1.57353 0.79296 0.38155 0.69
C 0.14115 1.92295 -1.96641 1.02
C -0.37277 -0.86882 -0.27425 -0.43
C -0.70272 -1.62048 1.01237 -0.50
C 0.34688 0.45588 0.04490 -0.48
O 2.58034 1.33443 0.56036 -0.43
O -0.56139 2.62708 -1.41319 -0.52
O 0.76958 1.42645 -2.77959 -0.52
S -0.93044 -0.47072 2.47011 0.05
S -0.51200 1.29725 1.49303 0.18
H 0.40536 -1.67171 -0.82441 0.25
H -1.30825 -0.68869 -0.89116 0.24
H -1.53362 -2.25390 0.85818 0.23
H 0.10436 -2.28266 1.32852 0.22

No. 5
11
Properties=species:S:1:pos:R:3:nbo_charge:R:1 method="wB97M-V/def2-TZVPD" spin_multiplicity=1 smiles="C#CCC(=O)C=S" de_lowest_kj_mol=273.3 homo_ev=-9.30
C 1.47332 0.36049 -1.73047 -0.25
C 0.67039 -0.10558 -0.97650 0.01
C -0.31345 -0.68607 -0.00903 -0.60
C -1.23651 0.01579 1.10445 0.54
O -2.33469 -0.40770 1.33307 -0.48
C -0.60523 1.13924 1.81870 -0.39
S 0.99682 1.29949 1.96039 0.18
H 2.15297 0.72802 -2.44038 0.24
H -1.02589 -1.27216 -0.60044 0.26
H 0.26675 -1.39199 0.60063 0.26
H -1.27712 1.86022 2.27721 0.22

No. 6
14
Properties=species:S:1:pos:R:3:nbo_charge:R:1 method="wB97M-V/def2-TZVPD" spin_multiplicity=1 smiles="O=CC#CC=S.S=C(S)S" homo_ev=-8.85
O -5.85255 1.02018 -0.15349 -0.45
C -4.71605 1.36511 -0.24987 0.38
C -3.60158 0.44096 0.02867 -0.08
C -2.85257 -0.44680 0.29214 0.01
C -1.97208 -1.64302 0.30993 -0.39
S -0.42620 -1.68782 0.56375 0.18
H -4.24833 2.35206 -0.84407 0.13
H -2.67031 -2.65443 0.10156 0.23
S 4.02807 1.75237 0.60639 -0.01
C 4.41695 0.23407 0.09912 -0.52
S 3.25225 -1.05381 -0.30666 0.06
S 6.06268 -0.21406 -0.19537 0.14
H 2.02891 -0.37405 -0.46373 0.18
H 6.55083 0.90925 0.21162 0.14

No. 7
10
Properties=species:S:1:pos:R:3:nbo_charge:R:1 method="wB97M-V/def2-TZVPD" spin_multiplicity=1 smiles="S=C1C=CC=C1" de_lowest_kj_mol=1.5 homo_ev=-8.98
S -1.97440 0.00220 -0.00062 0.15
C -0.36257 0.00054 0.00135 -0.16
C 0.52739 -1.18507 -0.00663 -0.27
C 1.80021 -0.74146 -0.00157 -0.18
C 1.80379 0.73773 0.00092 -0.18
C 0.53308 1.17903 0.00362 -0.27
H 0.16260 -2.17699 0.01752 0.23
H 2.69757 -1.37311 0.02226 0.22
H 2.72495 1.35904 -0.02375 0.22
H 0.19387 2.21130 0.00781 0.23

No. 8
10
Properties=species:S:1:pos:R:3:nbo_charge:R:1 method="wB97M-V/def2-TZVPD" spin_multiplicity=1 de_lowest_kj_mol=356.7 homo_ev=-9.40
C 0.40754 0.14735 1.18109 0.05
C 0.17160 -1.00615 1.66922 -0.13
C 0.21717 1.18597 0.16042 -0.48
C -0.09586 -1.18418 0.11175 -0.31
C -0.17073 0.07056 -0.79297 -0.32
S -1.71955 -0.77981 -0.53435 0.20
H -0.56823 1.89994 0.40545 0.25
H 1.12220 1.70504 -0.15297 0.24
H 0.39398 -2.07353 -0.25685 0.25
H 0.24188 0.03481 -1.79080 0.25

No. 9
81
Properties=species:S:1:pos:R:3:lowdin_charge:R:1 method="wB97M-V/def2-TZVPD" spin_multiplicity=1 homo_ev=-7.70
C 2.80537 0.69490 -1.28741 -0.10
C 2.47099 1.67523 -0.14271 -0.26
C 1.93547 3.07832 -0.58379 -0.27
C 0.92564 3.10329 -1.77254 -0.42
P -0.55162 1.91884 -1.62446 0.60
P -2.08056 0.30990 -1.33520 0.70
C -3.16191 0.91305 0.08524 -0.30
O -3.05855 0.15260 -2.73823 -0.42
H 2.93941 -0.28957 -0.82369 0.05
H 2.02196 0.56982 -2.04332 0.04
H 3.74818 0.91572 -1.80074 0.05
H 3.40596 1.85263 0.39660 0.09
H 1.72882 1.22370 0.52413 0.07
H 1.40395 3.50332 0.28915 0.09
H 2.78282 3.75893 -0.74724 0.10
H 1.49627 2.98644 -2.71052 0.07
H 0.52390 4.13590 -1.81864 0.06
H -0.00385 1.10048 -2.67355 -0.02
H -1.51077 2.90882 -2.00804 0.00
H -0.26674 1.76635 -0.22701 -0.02
H -2.94202 0.28681 0.95165 0.01
H -4.21974 0.81826 -0.18426 0.03
H -2.87360 1.94175 0.33453 0.01
H -2.80422 -0.66062 -3.16025 0.00
O 3.92912 -0.14602 1.88887 -0.05
H 3.77993 -0.75592 2.61428 0.00
H 4.88062 -0.19482 1.74050 0.02
O 1.62025 -0.54045 3.81374 -0.05
H 1.73039 0.01116 3.02702 0.03
H 1.21157 0.05005 4.45904 0.03
O 6.91284 -0.35595 2.95083 -0.06
H 7.29877 0.41481 3.37459 0.04
H 7.32255 -1.10729 3.40128 0.02
O -5.36654 -1.68975 -3.28478 -0.05
H -4.95653 -0.92193 -2.85050 0.03
H -4.96742 -2.44613 -2.83724 0.07
O 4.37087 -2.89351 3.63449 -0.04
H 3.49267 -2.52887 3.79715 0.01
H 4.24044 -3.84494 3.69608 0.05
O -4.62922 -0.05758 -5.50330 -0.06
H -4.78050 -0.67307 -4.76339 -0.02
H -3.68465 -0.10556 -5.67133 0.03
O 7.89051 -3.03191 2.53020 -0.05
H 7.96626 -2.46640 1.75469 0.04
H 7.02056 -3.43229 2.44193 0.03
O -0.39805 -0.04321 1.62149 -0.09
H -0.36482 -0.63761 0.85425 0.00
H -0.56262 -0.63007 2.36682 0.04
O 1.37023 -3.44274 2.40290 -0.05
H 1.28058 -2.70989 3.02815 0.02
H 2.28145 -3.37998 2.09609 0.03
O 1.05550 -2.13769 -0.29275 -0.07
H 0.90250 -2.73612 0.44938 0.01
H 2.00397 -2.18000 -0.43471 0.03
O 6.34978 1.11137 -2.25766 -0.06
H 6.00319 1.52831 -1.46398 0.02
H 6.02147 1.66126 -2.97415 0.03
O -4.30332 -3.41722 -5.35521 -0.05
H -4.19936 -2.86768 -6.13710 0.04
H -4.69743 -2.82073 -4.70262 -0.01
O -5.53574 1.86036 -2.17066 -0.05
H -4.62529 1.58285 -2.03529 -0.03
H -5.57605 2.07411 -3.10765 0.04
O -0.45908 1.38383 5.63030 -0.04
H -0.79423 1.79038 6.43451 0.02
H -0.79784 1.94665 4.92721 0.04
O -3.08407 -5.97062 -6.84597 -0.05
H -2.97673 -5.42571 -7.62908 0.03
H -3.47731 -5.37247 -6.19565 0.01
O -1.55657 3.56251 8.27960 -0.04
H -1.16569 4.33091 8.70504 0.05
H -1.14732 2.81624 8.72650 0.04
O -1.54237 3.73501 1.42503 -0.06
H -0.99045 4.13671 0.74708 0.02
H -1.18975 2.84188 1.51854 0.00
O -6.15345 -7.27135 -7.50762 -0.06
H -5.23474 -7.19243 -7.22335 0.01
H -6.27984 -6.52327 -8.09472 0.03
O -3.65102 5.47512 6.41023 -0.06
H -3.26354 6.24477 6.83298 0.03
H -3.23966 4.72805 6.85821 0.00

No. 10
20
Properties=species:S:1:pos:R:3:nbo_charge:R:1 method="wB97M-V/def2-TZVPD" spin_multiplicity=1 total_charge=-1 homo_ev=-7.99
O 2.78304 -0.15666 0.79421 -0.48
C 2.38958 0.22796 -0.42802 0.55
Cl 2.80365 -0.73452 -2.00210 -0.09
C 1.44550 1.58338 -0.69122 -0.51
C -0.10342 1.04752 -0.72834 0.05
C -1.06590 1.20583 0.59265 -0.13
O -2.46352 1.21264 0.04597 -0.52
C -2.29430 0.82523 -1.38792 0.99
O -3.01483 -0.00952 -2.14637 -0.54
O -1.04650 1.58467 -1.73248 -0.55
H 1.57430 2.35523 0.19351 0.25
H 1.83120 2.02001 -1.72888 0.26
H -0.01324 -0.07981 -1.07332 0.23
H -0.94260 0.18205 1.17731 0.28
H -0.80885 2.18511 1.18913 0.19
B -0.21482 -2.68982 1.58515 1.37
F 0.77115 -3.75369 1.68405 -0.59
F 0.16555 -1.59360 2.46120 -0.59
F -0.27832 -2.21394 0.21287 -0.60
F -1.51770 -3.19809 1.98260 -0.59

No. 11
15
Properties=species:S:1:pos:R:3:nbo_charge:R:1 method="wB97M-V/def2-TZVPD" spin_multiplicity=1 de_lowest_kj_mol=241.7 homo_ev=-9.73
B -1.38059 -0.33481 1.15622 1.09
C 1.65193 -1.13859 -0.89428 -0.28
C 0.52023 -1.54315 -0.20985 -0.18
C 1.84146 0.17942 -0.95997 -0.38
C -0.14845 -0.49493 0.32913 -0.67
C -3.16420 1.18688 -1.01930 1.04
O -4.14210 1.01982 -1.58073 -0.50
O -2.41756 -0.08877 1.73806 -0.80
O -2.19718 1.40194 -0.45317 -0.53
S 0.65270 1.00955 -0.04725 0.51
H 2.40947 -1.72896 -1.33345 0.22
H 0.14200 -2.65051 -0.31412 0.24
H 2.63423 0.51705 -1.52095 0.24
H 1.42488 1.45143 2.35622 -0.02
H 2.17319 1.21362 2.75345 0.00

No. 12
11
Properties=species:S:1:pos:R:3:nbo_charge:R:1 method="wB97M-V/def2-TZVPD" spin_multiplicity=1 smiles="C=C=C/C=C/Br" de_lowest_kj_mol=212.3 homo_ev=-8.52
C 0.93049 1.28486 0.03484 -0.44
C 1.49326 0.06854 0.22424 0.05
C 0.99094 -1.14366 0.06382 -0.32
C -0.42132 -1.07364 -0.15399 -0.26
C -1.17762 -0.00186 0.09500 -0.25
Br -3.07095 0.01010 -0.15654 0.03
H 0.90494 2.26120 0.68546 0.25
H 0.76913 1.57282 -1.09619 0.24
H 1.54240 -2.06186 0.21556 0.24
H -1.12670 -1.83980 -0.43331 0.24
H -0.83458 0.92329 0.52111 0.21

How do the records compare in HOMO-LUMO gap? In the order shown, they have 9.591; 8.478; 8.929; 8.502; 7.709; 7.186; 7.481; 10.052; 7.582; 10.302; 9.957; 8.714 eV.
How do the records compare in F_max? In the order shown, they have 0.952; 2.382; 5.298; 3.402; 2.444; 4.643; 1.193; 1.157; 1.979; 9.838; 3.558; 3.725 eV Å⁻¹.